Record 1
The following is a DFT calculation (the ωB97M-V functional and the def2-TZVPD basis) of a cluster of 2 separate species, C5H7N in total in a non-equilibrium geometry.

Computed properties:
ΔE to the lowest compared entry with this formula, charge and spin in eV: 3.518
E_LUMO in Ha: 0.0356
Molecular weight in g/mol: 81.12
Highest occupied orbital energy in Ha: -0.3475
Spin multiplicity: 1
Charge: 0

Each line ends with the natural charge from an NBO analysis.
Geometry (Å):
N (0.38383, -3.00119, -1.78692)  -0.31
C (-0.58978, 1.26729, 1.12726)  -0.21
C (-1.28298, 1.07970, -0.17682)  -0.39
C (-0.51105, -0.01709, 0.43567)  -0.23
C (1.41478, -2.52181, -1.69515)  0.07
C (0.71252, 0.70220, 0.70789)  -0.40
H (-0.85923, -1.02533, 0.56740)  0.23
H (1.28343, 0.28942, 1.49608)  0.20
H (-1.03376, 1.66126, 2.06229)  0.23
H (-0.94837, 1.57166, -0.99619)  0.18
H (1.35611, 1.02945, -0.09410)  0.18
H (2.42713, -2.14946, -1.64810)  0.23
H (-2.35262, 1.11389, 0.00068)  0.20

Atoms 1-6, force components in eV/Å:
N -0.52 -0.10 0.03
C -0.37 0.88 0.52
C -1.66 -0.36 2.41
C -1.66 -1.17 -0.47
C 1.02 0.15 -0.05
C 1.34 -0.06 0.37

---

Record 2
The following is a DFT calculation (the ωB97M-V functional and the def2-TZVPD basis) of the molecule C5H7N in a non-equilibrium geometry.

Computed properties:
ΔE to the lowest compared entry with this formula, charge and spin in eV: 6.118
E_LUMO (spin up / spin down) in Ha: -0.0054 / -0.0073
Molecular weight in g/mol: 81.12
Highest occupied orbital energy (spin up / spin down) in Ha: -0.2685 / -0.2493
Spin multiplicity: 1
Charge: 0

Each line ends with the natural charge from an NBO analysis.
Geometry (Å):
N (-0.59934, 0.19641, 0.68398)  -0.35
C (0.50715, 0.89278, 0.42918)  0.16
C (1.69953, 0.34235, 0.00989)  -0.49
C (-1.04291, -1.02238, 0.09491)  -0.22
C (2.35428, -0.80717, -0.15429)  -0.26
C (-1.88722, 0.21555, 0.05521)  -0.24
H (3.15938, -0.90363, -0.87371)  0.15
H (-1.96878, 0.74217, -0.89130)  0.20
H (-2.73495, 0.32016, 0.72228)  0.21
H (-1.29182, -1.81667, 0.78996)  0.22
H (1.90695, 1.21333, -0.61735)  0.20
H (0.42405, 1.97602, 0.55841)  0.20
H (-0.52632, -1.34892, -0.80715)  0.22

Atoms 1-6, force components in eV/Å:
N -0.22 -0.15 0.23
C -0.57 -0.51 0.98
C 0.14 1.28 -1.62
C 0.02 -0.31 0.00
C -0.05 -1.20 1.46
C -0.46 0.12 -0.09

---

Record 3
The following is a DFT calculation (the ωB97M-V functional and the def2-TZVPD basis) of a structure of composition C5H7N in a non-equilibrium geometry.

Computed properties:
ΔE to the lowest compared entry with this formula, charge and spin in eV: 9.114
E_LUMO (spin up / spin down) in Ha: -0.2464 / -0.2477
Molecular weight in g/mol: 81.12
Highest occupied orbital energy (spin up / spin down) in Ha: -0.5275 / -0.5209
Spin multiplicity: 2
Charge: +1

Each line ends with the natural charge from an NBO analysis.
Geometry (Å):
N (-2.25234, -0.31496, -0.25081)  -0.26
C (0.17442, 0.39710, -0.31287)  -0.01
C (1.94944, -0.30670, -0.38104)  0.00
C (0.21519, 1.29877, 0.83463)  -0.65
C (0.72153, -0.97744, -0.04143)  -0.20
C (-0.91969, -0.46894, -0.77233)  0.12
H (-0.87543, -1.09719, -1.69292)  0.29
H (-0.63900, 0.98063, 1.51425)  0.22
H (2.40433, -0.07161, -1.33411)  0.29
H (1.11561, 0.99040, 1.30081)  0.25
H (-2.52859, -0.79161, 0.56898)  0.38
H (0.52950, -2.01681, -0.20742)  0.28
H (0.10503, 2.37837, 0.77427)  0.29

Atoms 1-6, force components in eV/Å:
N 3.73 0.41 -2.82
C 0.07 -1.53 -1.38
C -8.87 -1.94 -0.24
C -2.85 -0.20 2.09
C 8.57 0.04 -1.65
C -3.10 3.44 0.46

---

Record 4
The following is a DFT calculation (the ωB97M-V functional and the def2-TZVPD basis) of a structure of composition C5H7N2 in a non-equilibrium geometry.

Computed properties:
ΔE to the lowest compared entry with this formula, charge and spin in eV: 6.934
E_LUMO (spin up / spin down) in Ha: -0.1938 / -0.1763
Molecular weight in g/mol: 95.12
Highest occupied orbital energy (spin up / spin down) in Ha: -0.4592 / -0.5169
Spin multiplicity: 1
Charge: +1

Each line ends with the natural charge from an NBO analysis.
Geometry (Å):
N (0.42431, 1.54212, -0.10805)  -0.52
N (0.49141, -0.61648, 0.01145)  -0.35
C (-0.30779, 0.45400, -0.11460)  0.41
C (1.74318, 1.17604, -0.07494)  -0.02
C (-2.28996, 0.52665, 0.19974)  -0.15
C (1.83586, -0.16062, 0.05367)  -0.08
C (0.10720, -1.85305, -0.12110)  -0.06
H (2.66397, 1.88029, -0.14520)  0.28
H (-2.93462, -0.41732, 0.01156)  0.21
H (0.98508, -2.50777, -0.21763)  0.20
H (-2.68704, 1.39398, -0.10224)  0.15
H (-0.03867, 2.37374, 0.09366)  0.45
H (2.74820, -0.69859, 0.06585)  0.27
H (-0.83020, -2.19458, -0.31539)  0.21

Atoms 1-6, force components in eV/Å:
N 0.53 -0.89 -0.36
N 0.55 2.09 -0.33
C -5.92 -0.50 1.35
C 3.09 1.70 0.45
C 4.32 -5.13 -0.32
C -1.31 1.43 -0.54

---

Q: Which value of spin multiplicity does entry 2 give?
A: 1

---

Q: Number 4 is which compound?
A: C5H7N2

---

Q: Which value of spin multiplicity does entry 2 give?
A: 1